Record 1
{
  "formula": "C3H7NO3",
  "method": "ωB97M-V/def2-TZVPD",
  "elements": ["O", "C", "O", "C", "C", "O", "N", "H", "H", "H", "H", "H", "H", "H"],
  "positions_angstrom": [[1.5461, -1.9173, 0.5516], [0.9449, -0.9768, 0.9613], [0.6529, -0.8801, 2.2712], [0.3588, 0.1929, 0.0855], [-0.1421, -0.2051, -1.2771], [-0.7756, 0.9396, -1.8553], [-0.7871, 0.7661, 0.8295], [-0.1510, -0.4634, 2.5768], [1.2441, 0.8569, 0.1084], [0.6566, -0.7376, -1.8110], [-0.8433, -1.0614, -1.2436], [-0.7407, 0.7581, -2.7986], [-1.4112, 1.1952, 0.1529], [-0.5522, 1.5327, 1.4483]],
  "atomic_forces_ev_per_a": [[0.8, -0.1, -0.4], [-2.4, 0.5, -0.4], [1.3, -0.9, 0.7], [0.2, -0.2, 2.3], [0.1, -1.4, 0.3], [0.9, -0.8, -0.5], [-0.1, 0.3, -0.3], [-0.5, 0.6, -0.9], [-0.5, 0.2, -0.8], [0.3, 1.1, -0.5], [-0.3, 0.6, 0.7], [-0.3, 0.4, -0.2], [0.0, -0.2, 0.0], [0.4, -0.1, 0.0]],
  "e_above_lowest_kcal_mol": 39.67,
  "total_charge": 0,
  "gap_ev": 10.4
}

Record 2
{
  "formula": "C3H7NO3",
  "method": "ωB97M-V/def2-TZVPD",
  "elements": ["C", "C", "C", "H", "H", "H", "H", "H", "H", "H", "N", "O", "O", "O"],
  "positions_angstrom": [[0.2310, -0.0487, 0.4542], [1.6454, -0.2891, 0.0183], [-0.7168, -0.8467, -0.4604], [-0.6285, 1.4034, -0.4100], [-0.8531, 1.5505, 1.1443], [0.1550, -0.4142, 1.4484], [-0.4615, -0.5286, -1.4451], [-0.6202, -1.9523, -0.2766], [-2.6198, -0.9989, 0.1275], [1.6456, 1.5358, -0.5048], [-0.1164, 1.3709, 0.4610], [2.2886, -1.2081, 0.3913], [-2.0787, -0.2885, -0.2074], [2.1294, 0.7146, -0.7407]],
  "atomic_forces_ev_per_a": [[-0.7, -0.4, 0.4], [-0.2, 2.0, 0.4], [-1.1, 0.5, 1.6], [-0.2, 1.1, -0.3], [0.4, -0.2, 0.0], [0.0, -0.5, 0.9], [0.0, -0.4, -1.1], [-0.3, 1.1, -0.4], [-0.3, -0.3, 0.1], [-0.1, -0.5, -0.1], [-0.2, -0.2, -0.7], [0.7, -1.4, -0.3], [1.5, -1.0, -0.4], [0.5, 0.1, -0.1]],
  "e_above_lowest_kcal_mol": 37.42,
  "total_charge": 0,
  "gap_ev": 10.7
}

Record 3
{
  "formula": "C3H7NO3",
  "method": "ωB97M-V/def2-TZVPD",
  "elements": ["C", "N", "C", "C", "O", "O", "H", "H", "H", "H", "H", "H", "H", "O"],
  "positions_angstrom": [[-0.8938, -0.7879, 1.7753], [-0.7084, 0.1816, 0.8532], [0.6614, 0.7851, 0.7316], [1.7452, -0.2954, 0.4606], [2.2173, -0.5118, -0.6179], [-0.0576, -1.3407, 2.4634], [-1.9397, -1.1223, 1.9090], [-1.0064, 0.0734, -0.1085], [0.9768, 1.3588, 1.6075], [0.4718, 1.5794, 0.0083], [1.9737, -0.8387, 1.3935], [-0.4122, 0.3661, -3.6808], [-1.6761, 0.1056, -2.9712], [-1.3517, 0.4469, -3.8238]],
  "atomic_forces_ev_per_a": [[-0.9, -2.1, 0.7], [2.2, 1.3, -0.4], [-0.4, 0.0, 0.1], [-0.9, 1.0, 0.2], [0.1, -0.2, -0.1], [0.1, 1.1, -0.2], [0.0, 0.3, -0.4], [-1.0, -0.3, 0.6], [-0.4, -0.5, 0.4], [0.8, -0.4, -0.6], [0.4, -0.2, -0.3], [0.7, 0.1, -0.3], [-0.3, 0.2, -0.6], [-0.4, -0.3, 0.9]],
  "e_above_lowest_kcal_mol": 55.74,
  "total_charge": 0,
  "gap_ev": 10.1
}

Record 4
{
  "formula": "C3H7NO3",
  "method": "ωB97M-V/def2-TZVPD",
  "elements": ["C", "N", "C", "C", "O", "O", "H", "H", "H", "H", "H", "H", "H", "O"],
  "positions_angstrom": [[0.9946, 0.8186, 1.9593], [-0.1765, 0.9198, 1.3004], [-0.6511, -0.2462, 0.6029], [-2.1086, -0.0911, 0.2696], [-2.7188, 0.8958, 0.5788], [1.7214, -0.1501, 1.9371], [1.2473, 1.6949, 2.5804], [-0.6742, 1.7865, 1.2849], [-0.5812, -1.1466, 1.2332], [0.0568, -0.5312, -0.1703], [-2.6266, -0.9199, -0.2397], [1.9558, -1.3680, -4.4603], [1.7310, -1.0505, -3.0108], [1.8300, -0.6122, -3.8654]],
  "atomic_forces_ev_per_a": [[0.3, 0.5, 0.5], [0.6, -0.7, 0.2], [0.0, -0.3, 0.5], [0.2, 0.2, -0.4], [-0.2, 0.2, 0.0], [-0.1, -0.3, -0.1], [-0.1, 0.1, -0.2], [-0.4, 0.1, 0.0], [-0.1, 0.2, 0.3], [-0.4, 0.2, -0.8], [0.2, -0.2, 0.0], [0.0, 0.4, 0.0], [0.0, 0.3, 0.0], [0.0, -0.7, 0.0]],
  "e_above_lowest_kcal_mol": 39.62,
  "total_charge": 0,
  "gap_ev": 10.7
}

Record 5
{
  "formula": "C3H7NO3",
  "method": "ωB97M-V/def2-TZVPD",
  "elements": ["C", "N", "C", "C", "O", "O", "H", "H", "H", "H", "H", "H", "H", "O"],
  "positions_angstrom": [[1.2750, -0.5592, 0.9679], [1.2872, 0.3926, -0.0186], [0.0352, 0.6562, -0.7657], [-0.3954, 2.0379, -0.2857], [-1.3498, 2.2301, 0.4116], [0.2764, -1.2176, 1.1967], [2.1551, -0.6992, 1.5863], [1.8500, 1.2319, 0.0866], [-0.5913, -0.1844, -0.5894], [0.2301, 0.5560, -1.8506], [0.2686, 2.9197, -0.4738], [-2.4751, -2.2949, 0.0299], [-0.8883, -2.4282, 0.1102], [-1.6778, -2.6410, -0.4053]],
  "atomic_forces_ev_per_a": [[-1.5, 0.4, 0.0], [0.0, 0.4, -0.2], [1.6, 0.1, -0.7], [-0.5, -0.1, 0.2], [-0.3, -0.1, 0.0], [0.5, -0.5, -0.1], [0.6, 0.3, -0.1], [0.5, -0.7, 0.1], [-1.2, -0.1, 0.7], [0.2, 0.7, 0.4], [0.2, -0.6, -0.4], [0.8, -0.1, 0.1], [-0.5, 0.3, 0.4], [-0.4, -0.1, -0.4]],
  "e_above_lowest_kcal_mol": 46.55,
  "total_charge": 0,
  "gap_ev": 10.7
}

Record 6
{
  "formula": "C3H7NO3",
  "method": "ωB97M-V/def2-TZVPD",
  "elements": ["O", "C", "N", "C", "O", "C", "H", "H", "H", "H", "H", "H", "H", "O"],
  "positions_angstrom": [[-0.3047, -1.3322, -0.9154], [-0.4158, -0.1716, -0.6418], [0.3368, 0.4080, 0.4332], [-0.2446, 1.0381, 1.5011], [0.2473, 1.9332, 2.1373], [-1.2451, 0.7938, -1.4780], [1.3308, 0.4329, 0.2322], [-1.2224, 0.6039, 1.7755], [-0.7191, 1.7322, -1.5685], [-2.2160, 0.9520, -1.0055], [-1.3991, 0.2773, -2.4224], [2.3378, -2.5709, 1.2326], [1.2805, -2.0710, 0.2747], [2.2336, -2.0255, 0.4450]],
  "atomic_forces_ev_per_a": [[0.2, -0.3, 0.0], [-0.3, 0.5, 0.0], [-0.1, -0.4, -0.6], [0.1, 0.4, 0.1], [0.2, -0.2, 0.1], [0.1, -1.0, 0.5], [0.0, 0.2, 0.5], [-0.1, 0.1, -0.3], [0.0, 0.3, -0.2], [0.0, 0.1, 0.1], [-0.1, 0.3, -0.1], [0.2, 0.1, 0.0], [0.1, 0.1, -0.3], [-0.3, -0.2, 0.2]],
  "e_above_lowest_kcal_mol": 31.23,
  "total_charge": 0,
  "gap_ev": 11.0
}

Record 7
{
  "formula": "C3H7NO3S",
  "method": "ωB97M-V/def2-TZVPD",
  "elements": ["O", "C", "O", "C", "C", "S", "N", "H", "H", "H", "H", "H", "H", "H", "O"],
  "positions_angstrom": [[-0.3017, 0.9245, 2.2115], [-0.8523, 0.5110, 1.1649], [-2.0570, 0.5742, 0.8482], [0.1909, -0.2106, 0.1864], [1.4872, 0.6565, -0.1619], [1.4357, 1.4121, -1.8251], [-0.3039, -1.0618, -0.9356], [0.7082, -0.9072, 0.9139], [1.6074, 1.4314, 0.5897], [2.3809, 0.0675, -0.1622], [0.5101, -1.0031, -1.6251], [-1.1347, -0.7511, -1.4302], [-1.5751, -2.7829, 1.0720], [-0.4923, -2.6723, 0.0392], [-1.0861, -3.3559, 0.4701]],
  "atomic_forces_ev_per_a": [[-0.1, 0.0, 0.1], [0.8, -0.1, -0.7], [-0.1, -0.3, -0.3], [1.3, -0.4, 1.3], [-1.7, 0.6, -0.8], [0.1, 0.2, -0.4], [2.2, 0.0, -0.4], [-0.9, 0.2, -0.5], [-0.2, -0.1, 0.2], [0.4, -0.8, 0.3], [-1.7, 0.1, 0.7], [0.2, 0.6, 0.5], [-0.1, 0.0, 0.0], [-0.8, -0.3, -0.3], [0.6, 0.2, 0.2]],
  "e_above_lowest_kcal_mol": 31.24,
  "total_charge": -2,
  "gap_ev": 5.7
}

Record 8
{
  "formula": "C3H7NO3S",
  "method": "ωB97M-V/def2-TZVPD",
  "elements": ["C", "C", "C", "N", "O", "O", "O", "S", "H", "H", "H", "H", "H", "H", "H"],
  "positions_angstrom": [[-0.4198, 0.4485, 2.1319], [0.7064, 0.0124, 1.2242], [-0.8269, 0.2299, -1.8382], [-0.5457, -0.6388, 1.1045], [1.0591, -1.3449, -1.3424], [1.6573, 0.9390, -2.3123], [1.0759, 0.8036, -0.0262], [0.9214, 0.0798, -1.4086], [-0.2464, 0.1322, 3.1456], [-0.7750, 1.4317, 1.9462], [1.6622, -0.7003, 1.4411], [-1.0705, 0.0662, -2.8697], [-1.0034, -0.8487, -1.3423], [-1.4172, 0.9032, -1.2983], [-0.7774, -1.5137, 1.4448]],
  "atomic_forces_ev_per_a": [[2.3, -1.4, -1.3], [2.1, -2.9, -1.3], [0.6, -4.8, 2.0], [-0.5, 4.0, -0.2], [1.4, 0.1, 0.5], [0.1, -1.2, 0.9], [-0.6, -0.8, 2.5], [-1.4, 1.9, -2.9], [-0.3, 0.1, 0.3], [-0.8, 0.4, -0.2], [-2.4, 2.2, 0.0], [0.4, 0.5, -0.6], [-0.7, 2.5, -1.1], [-0.5, 1.4, 0.5], [0.3, -2.1, 0.8]],
  "e_above_lowest_kcal_mol": 66.90,
  "total_charge": 0,
  "gap_ev": 11.3
}

Record 9
{
  "formula": "C3H7NO4",
  "method": "ωB97M-V/def2-TZVPD",
  "elements": ["C", "N", "C", "C", "O", "O", "O", "H", "H", "H", "H", "H", "H", "H", "O"],
  "positions_angstrom": [[0.7888, 0.6122, -1.1172], [0.4823, -0.7908, -1.2141], [-0.8273, -1.4180, -1.5395], [-1.9031, -0.4220, -1.8496], [-3.2129, -0.9932, -2.0461], [-1.7943, 0.7167, -2.1139], [1.9245, 0.7778, -0.8845], [-0.0026, 1.4297, -1.3539], [1.4194, -1.2654, -1.1396], [-0.7465, -2.3005, -2.2884], [-0.9980, -2.1592, -0.7200], [-3.8500, -0.2857, -2.2378], [2.2609, 2.3322, 6.5182], [3.6189, 2.1316, 5.8206], [2.8400, 1.6346, 6.1656]],
  "atomic_forces_ev_per_a": [[-3.0, -2.0, -1.3], [-0.7, 1.6, -0.6], [2.0, -2.8, 0.8], [-3.4, -2.2, -1.4], [2.2, -0.4, 1.0], [0.8, 1.9, 0.1], [3.4, 2.1, 0.9], [1.2, -1.6, 0.7], [-1.9, 0.1, -0.2], [-0.1, 2.1, 0.0], [-1.0, 1.2, 0.1], [0.6, 0.1, 0.0], [0.3, -0.4, -0.2], [-0.9, -0.6, 0.4], [0.6, 1.0, -0.2]],
  "e_above_lowest_kcal_mol": 57.20,
  "total_charge": 0,
  "gap_ev": 10.1
}